(1)
C37H32Cl2F4NO2 | ωB97M-V/def2-TZVPD

The geometry in XYZ format:
```
78
Properties=species:S:1:pos:R:3
Cl 0.59 -2.66 -0.41
Cl 0.68 -3.36 2.58
F 2.55 -8.91 -3.68
F 5.97 2.73 -3.52
F 4.12 3.47 1.78
F -4.03 3.13 -0.59
O -0.18 -0.22 -1.15
O -2.48 -1.82 -0.56
N -0.32 -0.17 0.27
C -6.04 0.32 1.49
C 0.01 -6.68 -2.42
C 3.78 -0.10 -3.07
C -1.77 0.18 0.56
C -6.28 3.52 -1.20
C -4.47 -1.99 1.75
C -6.24 5.84 0.34
C 0.60 -7.78 -3.03
C 0.11 -1.52 0.78
C 3.17 1.65 -1.52
C -7.41 4.32 -1.11
C 0.15 -1.81 2.09
C 6.72 1.29 3.05
C 2.96 0.38 -2.04
C -5.71 -1.90 2.39
C 4.99 1.96 -3.04
C 2.78 -6.85 -2.57
C 5.48 1.90 2.89
C -6.49 -0.76 2.24
C 1.97 -7.84 -3.09
C -4.80 0.23 0.87
C -7.39 5.48 -0.34
C -5.10 5.05 0.26
C 2.18 -5.76 -1.97
C 4.79 0.70 -3.57
C 0.80 -5.67 -1.89
C -0.22 -0.85 3.20
C 7.62 2.67 1.30
C 7.79 1.68 2.25
C -4.03 -0.92 0.99
C 1.09 1.80 1.22
C 6.38 3.28 1.13
C 5.34 2.88 1.94
C 0.51 0.87 0.74
C 4.19 2.44 -2.02
C -5.15 3.91 -0.51
C -2.73 -0.97 0.25
H -1.07 -6.62 -2.36
H 3.86 -6.94 -2.64
H 0.33 -4.81 -1.42
H -2.01 1.02 -0.09
H 6.23 4.05 0.39
H -4.44 1.06 0.26
H 3.62 -1.09 -3.47
H -8.28 6.09 -0.27
H 6.85 0.52 3.79
H -0.17 -1.41 4.14
H 1.39 2.73 1.64
H 8.75 1.20 2.37
H -1.23 -0.47 3.12
H -8.31 4.03 -1.64
H -6.23 6.74 0.94
H 0.00 -8.58 -3.45
H 4.63 1.62 3.51
H 0.52 -0.06 3.27
H -6.08 -2.72 2.99
H -1.85 0.56 1.57
H -3.89 -2.90 1.85
H 2.55 2.02 -0.73
H -4.20 5.31 0.79
H 5.43 0.35 -4.37
H 4.37 3.43 -1.62
H 2.18 -0.25 -1.65
H -6.63 1.21 1.36
H -6.27 2.62 -1.80
H -0.17 0.71 -1.44
H 2.80 -4.97 -1.56
H -7.46 -0.69 2.71
H 8.45 2.98 0.68
```

Summary:
Total charge = +1
E_HOMO = -10.94 eV
E_LUMO = -3.24 eV

Atomic partial charges in e from the Löwdin method, atoms 1 to 2: atom 1 (Cl): 0.85, atom 2 (Cl): 0.78


(2)
C37H32DyNP2 | ωB97M-V/def2-TZVPD

The geometry in XYZ format:
```
73
Properties=species:S:1:pos:R:3
Dy -1.19 0.40 2.20
P 0.10 1.64 0.35
P 0.06 -1.57 0.76
N 0.36 -0.10 5.33
C 0.77 -1.09 -1.91
C -3.25 -4.62 1.84
C -2.63 1.51 -0.23
C 3.21 -4.09 -0.26
C -0.29 2.87 1.73
C 2.00 -3.39 -0.32
C -0.04 0.17 4.26
C 0.51 2.85 2.91
C -3.31 -3.32 2.35
C 1.80 3.29 -1.03
C -0.79 -0.96 -3.74
C 3.05 3.59 -1.57
C -2.17 -5.03 1.04
C -1.15 -4.11 0.75
C 4.12 2.71 -1.44
C 1.58 -2.58 0.76
C 0.38 3.89 3.84
C -2.33 -2.39 2.02
C -1.38 4.90 2.49
C -1.23 -2.80 1.24
C -1.35 1.85 -0.72
C 1.64 2.06 -0.37
C 2.35 -2.58 1.94
C -1.82 -1.39 -2.90
C 2.72 1.19 -0.18
C -0.57 4.90 3.63
C -0.26 -1.49 -1.04
C -3.71 1.53 -1.11
C 3.95 1.52 -0.73
C -1.18 2.26 -2.05
C -1.55 -1.67 -1.56
C -1.20 3.92 1.51
C 4.01 -4.01 0.89
C 0.50 -0.81 -3.24
C -2.29 2.29 -2.90
C 3.57 -3.25 1.99
C -3.55 1.92 -2.44
H 1.27 2.08 3.04
H -1.00 -0.76 -4.79
H 0.95 3.97 -1.13
H 4.79 0.84 -0.62
H -2.33 -2.09 -0.92
H -4.71 1.26 -0.76
H -4.13 -3.02 2.99
H -4.05 -5.33 2.07
H -0.08 0.23 -6.30
H 3.52 -4.70 -1.10
H -2.11 5.70 2.34
H -2.11 -6.05 0.66
H 4.95 -4.55 0.94
H 2.58 0.27 0.38
H -1.75 3.97 0.56
H -2.85 1.33 0.86
H 1.39 -3.48 -1.22
H 1.04 3.95 4.71
H 1.31 -0.50 -3.91
H -2.49 -1.34 2.40
H 1.79 -1.08 -1.54
H 4.19 -3.21 2.88
H 3.17 4.53 -2.11
H -0.29 -4.42 0.15
H 5.09 2.95 -1.89
H 1.97 -2.05 2.81
H -4.41 1.95 -3.12
H 0.66 0.19 -6.15
H -2.15 2.61 -3.93
H -0.64 5.73 4.34
H -2.83 -1.53 -3.29
H -0.19 2.55 -2.39
```

Summary:
Multiplicity = 6
Relative energy (zero: lowest compared OMol25 entry of this formula, charge and spin) = 0.0 kcal per mole
Total charge = +2
E_HOMO (alpha / beta) = -14.26 / -14.24 eV
E_LUMO (alpha / beta) = -6.92 / -7.15 eV

Atomic partial charges in e from the Löwdin method, atoms 1 to 2: atom 1 (Dy): 1.33, atom 2 (P): 0.94


(3)
C37H32N4O7PSTi | ωB97M-V/def2-TZVPD

The geometry in XYZ format:
```
83
Properties=species:S:1:pos:R:3
Ti 0.02 0.25 -1.17
S 2.31 0.37 0.54
P -0.83 0.12 1.45
O -1.27 1.81 -1.13
O 0.03 5.30 -3.07
O 1.41 1.49 0.25
O -0.20 -1.03 -2.54
O 1.89 -0.72 -0.36
O 4.00 -4.57 -0.19
O 3.72 0.64 0.57
N 1.41 -4.00 -1.16
N 0.64 1.46 -2.64
N -0.26 -2.64 0.08
N 0.14 2.75 -2.65
C -2.16 1.70 3.40
C 1.88 -0.21 2.19
C -1.94 4.09 3.57
C -0.86 2.84 -1.82
C 1.43 -0.25 -4.15
C -1.32 1.69 2.28
C -0.78 2.90 1.83
C 0.60 -2.56 -4.15
C 2.87 -5.15 0.43
C 2.92 -0.50 3.05
C 2.27 -0.63 -5.22
C 2.65 -0.94 4.34
C -2.25 -0.95 1.88
C 0.60 -1.28 -3.60
C 2.28 -1.92 -5.74
C 2.59 -3.33 -1.73
C -2.15 -2.22 2.46
C -1.10 4.09 2.47
C -1.51 4.15 -1.62
C -2.47 2.89 4.03
C 1.73 -5.30 -0.57
C -3.50 -0.51 1.45
C -3.28 -3.00 2.64
C 0.54 -0.36 2.59
C -4.63 -1.29 1.63
C 0.52 -3.26 -0.49
C -1.65 6.54 -1.98
C 1.43 -2.89 -5.21
C 3.70 -3.27 -0.69
C -2.75 6.60 -1.15
C -1.03 5.32 -2.24
C -4.52 -2.54 2.24
C -2.63 4.24 -0.79
C 1.37 1.09 -3.71
C 0.29 -0.78 3.89
C 1.34 -1.08 4.76
C -3.25 5.45 -0.54
H -3.22 7.56 -0.96
H 1.42 -3.89 -5.62
H -2.19 5.02 4.06
H -2.98 3.33 -0.32
H -3.14 2.89 4.89
H 3.93 -0.35 2.71
H 3.47 -1.16 5.01
H -5.59 -0.93 1.29
H -3.18 -3.98 3.09
H -0.12 2.90 0.98
H 2.54 -4.53 1.27
H 2.05 -5.95 -1.39
H 2.92 0.12 -5.65
H 3.18 -6.12 0.81
H 3.39 -2.62 0.14
H -2.60 0.78 3.75
H -1.25 7.42 -2.46
H -3.59 0.46 0.97
H -5.40 -3.15 2.38
H 1.12 -1.40 5.77
H 4.61 -2.88 -1.13
H 2.90 -3.92 -2.59
H 1.85 1.87 -4.30
H 2.31 -2.34 -2.07
H -0.73 -0.87 4.24
H 0.84 -5.72 -0.11
H -1.18 -2.61 2.73
H 0.32 4.35 -3.14
H -0.07 -3.29 -3.71
H -4.11 5.50 0.11
H -0.69 5.02 2.09
H 2.94 -2.16 -6.57
```

Summary:
Multiplicity = 3
Relative energy (zero: lowest compared OMol25 entry of this formula, charge and spin) = 3.7 kcal per mole
Total charge = -1
E_HOMO (alpha / beta) = -2.11 / -4.61 eV
E_LUMO (alpha / beta) = 2.34 / 2.34 eV

Atomic partial charges in e from the Löwdin method, atoms 1 to 2: atom 1 (Ti): 0.97, atom 2 (S): 0.49


(4)
C37H32O9 | ωB97M-V/def2-TZVPD

The geometry in XYZ format:
```
78
Properties=species:S:1:pos:R:3
O -1.37 0.15 -7.55
O -2.74 -1.94 -5.59
O 4.42 2.55 3.25
O 0.53 1.30 -7.93
O -0.81 -1.96 -4.47
O -0.59 -3.11 1.03
O 2.67 -1.93 5.61
O -2.66 -0.34 1.55
O -4.78 3.95 -0.87
C 0.07 0.10 3.02
C -3.74 2.96 3.91
C -1.64 -2.39 -5.44
C 2.64 1.04 3.55
C -4.33 2.97 -0.32
C -3.16 0.63 1.01
C 6.95 0.62 5.96
C 4.87 0.81 4.77
C -0.32 0.58 -7.14
C 4.01 1.56 3.80
C 1.31 -2.04 -3.42
C 0.23 0.35 -5.75
C 1.11 -0.91 -5.68
C -0.07 -2.72 -1.33
C -4.10 2.96 1.15
C -3.97 1.74 -1.09
C -4.20 1.71 -2.46
C -3.40 0.64 -0.45
C 5.21 -1.01 6.32
C -3.25 -0.50 -2.56
C -3.85 0.58 -3.20
C 0.90 -0.61 3.88
C 0.52 1.27 2.43
C -3.39 1.84 3.17
C 4.40 -0.35 5.40
C 6.48 -0.52 6.60
C 3.05 -0.90 5.10
C 0.86 -3.17 -2.47
C -3.56 1.84 1.79
C 0.60 -2.04 -4.76
C -4.27 4.08 3.27
C 0.46 -3.04 0.07
C 2.18 -0.14 4.15
C 6.14 1.28 5.04
C -4.45 4.08 1.90
C -3.03 -0.47 -1.20
C 1.80 1.74 2.69
H -4.54 4.95 3.85
H 1.10 -1.08 -2.94
H -2.96 -1.37 -3.14
H 4.84 -1.89 6.81
H 1.01 -3.99 0.07
H 0.57 -1.52 4.34
H -2.98 0.97 3.66
H -2.57 -1.32 -0.70
H -0.22 -1.64 -1.40
H 1.33 -1.31 -6.67
H -0.92 -0.27 2.81
H 6.50 2.17 4.54
H -3.61 2.96 4.98
H 2.16 2.66 2.24
H -4.02 0.55 -4.26
H 2.39 -2.10 -3.60
H -0.13 1.83 1.77
H -1.26 -3.20 -6.07
H -1.18 -3.82 0.78
H 0.32 -3.91 -3.08
H 7.10 -1.03 7.32
H 7.94 0.99 6.18
H -4.85 4.94 1.39
H 0.82 1.22 -5.49
H 1.11 -2.24 0.42
H 0.81 -3.01 -5.24
H 2.08 -0.61 -5.28
H -0.01 1.84 -8.53
H -0.62 0.32 -5.07
H 1.73 -3.70 -2.08
H -4.65 2.56 -2.94
H -1.05 -3.19 -1.44
```

Summary:
Relative energy (zero: lowest compared OMol25 entry of this formula, charge and spin) = 0.0 kcal per mole
SMILES string = O=C1c2ccccc2C(=O)c2ccccc21.O=C1c2ccccc2C(=O)c2ccccc21.O=CO[C@H](CCCCO)CCC(=O)O
E_HOMO = -9.58 eV
E_LUMO = -0.93 eV

Atomic partial charges in e from the Löwdin method, atoms 1 to 2: atom 1 (O): 0.12, atom 2 (O): 0.10